Entry 1:
Here is a cluster of 6 separate species, C2H14ClO5 in total at a distorted geometry from OMol25. Energies are from ωB97M-V/def2-TZVPD.

CARTESIAN COORDINATES (ANGSTROEM)
Cl -17.89375 -1.53668 2.67351
C -21.95077 -1.65346 3.08059
O -20.84566 -2.55309 3.12932
H -22.80999 -2.06558 3.61427
H -21.65612 -0.75481 3.62377
H -22.33359 -1.54704 2.06381
H -20.01550 -2.10797 2.90545
C -19.42024 -1.40088 6.17919
O -18.88478 -0.26526 5.56618
H -18.59341 -2.00015 6.57225
H -20.11195 -1.14428 6.98299
H -19.95764 -2.05716 5.49077
H -18.58086 -0.63036 4.72320
O -15.43351 0.69476 2.43204
H -16.22690 0.14372 2.43774
H -15.33584 0.96406 1.51676
O -15.21286 -1.82618 4.36272
H -15.02543 -2.75748 4.49470
H -15.99913 -1.81639 3.79742
O -14.86432 -2.68289 0.74777
H -14.83024 -2.30875 -0.13465
H -15.72325 -2.41424 1.09001

Forces on atoms 1 to 6 (eV/Å):
Cl 0.045 0.077 -0.167
C 0.642 -0.660 0.423
O -1.072 -0.457 0.096
H 0.239 -0.363 0.306
H -0.332 0.498 -0.545
H 0.334 0.671 -0.167

Values from the calculation:
HOMO energy, eV: -6.05
Total charge: -1

***

Entry 2:
Here is a cluster of 4 separate species, C2H14N2O3 in total from OMol25. Energies are from ωB97M-V/def2-TZVPD.

CARTESIAN COORDINATES (ANGSTROEM)
N -1.29513 -0.39733 1.83968
C -0.26342 -0.71489 0.84786
C -0.61884 -0.15456 -0.51318
N 0.37117 -0.49245 -1.53175
H -0.84842 -0.29178 2.74470
H -1.96983 -1.14270 1.92198
H -0.09455 -1.79028 0.73823
H 0.69490 -0.33159 1.19675
H -1.58073 -0.57800 -0.79554
H -0.82437 0.91258 -0.42509
H -0.01620 -0.28463 -2.44206
H 1.21100 0.05729 -1.41566
O 0.73702 -3.49224 -1.60509
H 0.39419 -2.58430 -1.47135
H 0.47235 -3.71958 -2.50078
O 1.66328 2.56316 -0.91980
H 2.55387 2.72870 -0.60361
H 1.05586 2.55082 -0.17283
O -0.15412 2.46317 1.77947
H -0.79997 3.01496 1.32024
H -0.68805 1.68366 2.00781

Forces on atoms 1 to 6 (eV/Å):
N 0.463 0.403 0.232
C 0.304 -0.460 -0.112
C -0.278 0.202 0.014
N -0.466 -0.362 0.201
H -0.219 -0.261 0.035
H -0.136 0.005 -0.002

Values from the calculation:
HOMO energy, eV: -9.65
SMILES string: NCCN.O.O.O
Total charge: 0

***

Entry 3:
Here is a cluster of 4 separate species, C2H14N2O3 in total at a distorted geometry from OMol25. Energies are from ωB97M-V/def2-TZVPD.

CARTESIAN COORDINATES (ANGSTROEM)
N 1.41619 -0.44547 1.17683
C 0.21458 0.19354 0.64779
C -0.12282 0.33108 -0.84447
N 1.04450 -0.10592 -1.61573
H 1.63726 0.19797 1.92192
H 2.14823 -0.43810 0.46664
H 0.00368 1.12864 1.25340
H -0.58225 -0.44922 1.01095
H -1.04962 -0.21954 -1.12420
H -0.30935 1.41564 -1.00465
H 1.03716 0.16918 -2.57596
H 1.85139 0.37065 -1.20331
O -0.24772 -5.95216 1.92663
H -0.56174 -5.46488 2.68692
H -0.62524 -6.80468 1.72805
O 1.86190 3.50031 -0.47737
H 1.94316 4.04844 0.35071
H 2.69072 3.08653 -0.73145
O -3.95808 1.45826 -1.14874
H -3.56399 2.32066 -0.93251
H -4.82797 1.65909 -1.51145

Forces on atoms 1 to 6 (eV/Å):
N 0.414 0.562 -0.798
C -2.732 -0.193 1.687
C 0.623 1.142 -0.407
N 0.504 -0.107 0.737
H 0.991 -0.349 0.125
H 0.064 -0.067 0.545

Values from the calculation:
HOMO energy, eV: -8.52
SMILES string: NCCN.O.O.O
Total charge: 0